78
Properties=species:S:1:pos:R:3:mulliken_charge:R:1 method="wB97M-V/def2-TZVPD" multiplicity=2 homo_lumo_gap_ev="4.77 / 7.16" e_tot_ev=-265201.280 largest_force_ha_per_bohr=0.008 charge=-1 e_above_lowest_kj_mol=40.9
Ti -0.720 0.138 0.053 -1.023
C 4.058 -2.520 1.263 -0.844
O 2.779 -2.185 0.722 -0.307
C 2.088 -1.163 1.196 -0.606
O 1.134 -0.775 0.537 0.657
N 2.473 -0.621 2.381 -0.173
N 1.801 0.576 2.704 -0.219
H 4.400 -3.368 0.680 0.228
H 3.975 -2.798 2.315 0.322
H 4.748 -1.686 1.122 0.314
H 3.483 -0.576 2.467 0.346
H 2.199 1.341 2.159 0.119
H 1.947 0.750 3.689 0.259
Se -2.304 -7.287 -1.921 0.150
N -1.580 -5.914 -2.811 -0.901
C -1.482 -4.919 -1.975 0.787
C -0.927 -3.616 -2.320 0.390
C -0.382 -3.304 -3.544 -0.535
C 0.137 -2.024 -3.759 -1.436
C 0.063 -1.102 -2.729 -0.713
N -0.462 -1.377 -1.540 1.511
C -0.941 -2.629 -1.303 -0.705
C -1.418 -2.854 -0.003 -0.512
N -1.363 -1.773 0.861 1.189
C -1.662 -2.036 2.152 -0.620
C -2.082 -3.253 2.619 -1.253
C -2.236 -4.330 1.717 -0.628
C -1.897 -4.127 0.407 0.659
C -1.962 -5.171 -0.618 0.788
N -2.433 -6.364 -0.394 -0.899
H -0.359 -4.056 -4.322 0.530
H 0.596 -1.750 -4.696 0.494
H 0.444 -0.096 -2.865 0.775
H -1.569 -1.208 2.842 0.587
H -2.303 -3.368 3.670 0.452
H -2.595 -5.298 2.038 0.528
C -3.974 2.624 -1.580 -1.066
Si -2.738 1.471 -2.360 1.170
C -3.605 0.039 -3.203 -1.082
C -1.675 2.352 -3.615 -1.204
O -1.762 0.825 -1.191 -0.217
H -4.632 3.058 -2.339 0.482
H -3.449 3.431 -1.068 0.227
H -4.595 2.097 -0.853 0.205
H -4.099 0.365 -4.122 0.475
H -4.361 -0.414 -2.559 0.178
H -2.879 -0.735 -3.472 0.226
H -2.284 2.866 -4.362 0.432
H -1.028 1.645 -4.140 0.276
H -1.047 3.090 -3.114 0.281
Cl 1.327 3.929 2.275 -0.180
C 1.033 4.081 0.520 0.118
Cl 2.541 3.998 -0.393 -0.129
C 0.024 3.030 0.017 -0.026
O -0.935 3.458 -0.588 -0.558
O 0.323 1.798 0.282 -0.420
H 0.603 5.063 0.366 0.410
C -6.288 -0.016 1.544 -0.799
C -5.458 -0.613 0.572 -0.920
C -4.113 -0.369 0.565 0.085
C -3.509 0.480 1.528 1.693
C -2.106 0.759 1.541 0.447
C -1.599 1.538 2.549 0.157
C -2.431 2.087 3.557 -1.133
C -3.773 1.861 3.535 -1.050
C -4.346 1.052 2.520 0.651
C -5.740 0.795 2.496 -0.806
H -7.354 -0.207 1.535 0.371
H -5.890 -1.269 -0.174 0.447
H -3.492 -0.829 -0.193 -0.006
H -0.537 1.748 2.591 0.263
H -1.990 2.697 4.337 0.434
H -4.422 2.293 4.289 0.367
H -6.365 1.252 3.255 0.389
Cl 4.434 0.926 0.513 -0.457
Ge 3.333 0.785 -1.601 0.525
Cl 4.166 -1.279 -2.135 -0.483
Cl 4.933 2.022 -2.673 -0.488


64
Properties=species:S:1:pos:R:3:mulliken_charge:R:1 method="wB97M-V/def2-TZVPD" multiplicity=2 homo_lumo_gap_ev="7.39 / 7.25" e_tot_ev=-62846.544 largest_force_ha_per_bohr=0.025 charge=-1 e_above_lowest_kj_mol=16.8
Hg 0.111 0.142 -0.999 1.967
C 1.665 1.443 2.762 -2.154
C 0.991 0.805 1.553 1.086
N -0.130 1.723 1.113 -0.276
O 0.435 2.678 0.342 -0.144
B -0.599 3.596 -0.346 0.334
F 0.119 4.691 -0.742 -0.358
F -1.638 3.906 0.523 -0.331
O -1.175 3.029 -1.647 -0.354
N -1.310 1.694 -1.814 0.085
C -1.846 1.240 -2.892 0.453
C -2.371 2.157 -3.942 -1.827
C -1.893 -0.257 -3.111 0.605
N -1.441 -1.021 -2.174 0.002
O -1.367 -2.348 -2.389 -0.459
B -0.936 -3.219 -1.204 0.736
F -0.862 -4.477 -1.758 -0.378
F -1.869 -3.092 -0.150 -0.347
O 0.436 -2.944 -0.640 -0.625
N 0.332 -1.823 0.122 0.235
C 0.644 -1.783 1.345 0.080
C 0.950 -2.997 2.157 -1.700
C -2.442 -0.884 -4.350 -1.618
H 2.009 2.454 2.518 0.546
H 2.485 0.825 3.113 0.285
H 0.909 1.499 3.548 0.467
H -2.324 3.195 -3.612 0.390
H -3.410 1.896 -4.162 0.385
H -1.784 2.031 -4.845 0.353
H 1.205 -3.806 1.490 0.471
H 0.066 -3.252 2.742 0.337
H 1.757 -2.805 2.865 0.350
H -2.667 -0.145 -5.102 0.464
H -3.343 -1.422 -4.087 0.320
H -1.721 -1.598 -4.735 0.339
O -3.885 -1.197 2.206 -0.748
C -3.109 -1.371 3.259 0.153
C -3.677 -1.933 4.402 -0.670
C -2.906 -2.155 5.523 -0.275
C -1.542 -1.858 5.547 -1.036
C -0.972 -1.317 4.420 -0.187
C -1.725 -1.070 3.270 -0.143
C -1.108 -0.512 2.044 1.357
O -1.829 -0.250 1.091 -0.852
N 0.322 -0.502 1.954 0.705
N 1.859 0.510 0.469 -0.206
C 2.879 1.224 0.115 -0.072
C 3.442 1.260 -1.202 0.145
C 4.772 1.702 -1.317 -0.907
C 5.396 1.847 -2.521 -0.801
C 4.667 1.622 -3.712 -0.300
C 3.376 1.257 -3.674 -0.670
C 2.742 1.001 -2.439 0.674
O 1.560 0.535 -2.634 -0.622
H -3.328 -0.789 1.490 0.380
H -4.733 -2.173 4.384 0.447
H -3.360 -2.617 6.390 0.367
H -0.954 -2.054 6.432 0.414
H 0.080 -1.070 4.360 0.429
H 3.401 1.888 0.815 0.204
H 5.302 1.937 -0.404 0.375
H 6.439 2.148 -2.541 0.348
H 5.139 1.744 -4.673 0.388
H 2.767 1.066 -4.549 0.384


182
Properties=species:S:1:pos:R:3:mulliken_charge:R:1 method="wB97M-V/def2-TZVPD" homo_lumo_gap_ev=7.74 e_tot_ev=-88478.488 largest_force_ha_per_bohr=0.218 charge=0 e_above_lowest_kj_mol=6634.9
C -3.301 -0.371 -4.304 -0.943
C -2.207 -1.043 -3.583 -1.436
C -1.758 -0.037 -2.575 0.150
O -2.310 1.237 -2.993 0.978
C -3.517 0.974 -3.615 -0.793
H -4.182 -1.012 -4.339 0.347
H -2.956 -0.071 -5.294 0.393
H -1.481 -1.323 -4.346 0.185
H -2.502 -1.966 -3.085 -0.064
H -0.673 -0.031 -2.669 0.442
H -2.111 -0.342 -1.590 0.441
H -3.705 1.713 -4.394 0.647
H -4.351 1.097 -2.924 0.097
C -0.032 0.371 -1.067 -1.805
C 0.495 0.738 0.305 1.994
C 1.066 -0.600 0.750 -2.352
O 0.098 -1.489 0.282 0.223
C -0.738 -0.973 -0.742 1.147
H 0.759 0.218 -1.802 0.455
H -0.756 1.130 -1.362 -1.229
H -0.298 0.961 1.018 1.253
H 1.220 1.550 0.266 -0.780
H 1.290 -0.677 1.814 1.988
H 1.951 -0.959 0.226 -1.803
H -1.770 -0.842 -0.416 -0.141
H -0.843 -1.505 -1.688 -1.311
C -3.137 2.362 3.404 -1.283
C -2.168 2.240 2.250 0.345
C -1.161 1.236 2.819 1.396
O -1.050 1.665 4.164 -0.530
C -2.224 2.327 4.630 -0.902
H -3.966 1.657 3.340 0.303
H -3.549 3.365 3.295 0.558
H -1.820 3.259 2.083 0.626
H -2.753 1.891 1.399 -0.067
H -0.198 1.220 2.308 -2.025
H -1.594 0.238 2.744 -0.854
H -1.963 3.367 4.823 0.405
H -2.763 1.800 5.418 0.388
C 2.446 -3.541 -3.350 -0.242
C 1.725 -2.339 -3.943 -0.920
C 0.649 -1.982 -2.972 0.563
O 0.660 -2.972 -1.922 -0.257
C 1.371 -4.134 -2.498 -0.916
H 3.258 -3.215 -2.700 -0.349
H 2.911 -4.264 -4.021 0.549
H 1.237 -2.832 -4.783 0.433
H 2.316 -1.518 -4.349 0.466
H -0.346 -2.050 -3.412 -0.286
H 0.617 -0.939 -2.658 -0.460
H 0.665 -4.856 -2.909 0.445
H 1.878 -4.719 -1.730 0.155
C 1.934 -0.601 4.325 -1.378
C 3.147 -0.337 3.646 -1.544
C 2.756 0.265 2.241 2.055
O 1.468 0.734 2.434 0.961
C 0.847 0.028 3.534 -0.321
H 1.947 -0.063 5.273 0.625
H 1.869 -1.674 4.501 0.355
H 3.801 -1.202 3.535 0.629
H 3.767 0.371 4.195 0.249
H 2.860 -0.556 1.532 -0.001
H 3.534 0.953 1.908 -0.045
H 0.292 -0.804 3.101 -0.771
H 0.209 0.654 4.158 0.141
C -3.041 4.550 -0.517 -0.924
C -2.963 3.330 0.302 -0.312
C -1.454 2.910 -0.052 0.467
O -0.772 4.130 -0.536 -0.951
C -1.671 5.259 -0.314 -0.856
H -3.826 5.222 -0.168 0.561
H -3.332 4.248 -1.524 0.352
H -3.578 2.497 -0.040 0.024
H -3.145 3.550 1.354 0.478
H -1.496 2.148 -0.829 0.447
H -0.960 2.362 0.751 1.105
H -1.476 6.181 -0.862 0.374
H -1.583 5.616 0.712 0.530
C -1.212 -1.031 2.039 1.344
C -1.579 -1.153 3.511 -0.436
C -2.301 -2.563 3.619 -1.021
O -1.592 -3.283 2.566 -0.354
C -1.196 -2.472 1.507 -0.048
H -0.263 -0.547 1.810 -0.341
H -1.920 -0.450 1.448 -1.632
H -2.347 -0.422 3.761 0.441
H -0.768 -0.996 4.222 0.760
H -3.385 -2.559 3.502 0.299
H -2.108 -3.117 4.537 0.326
H -1.901 -2.536 0.678 0.182
H -0.271 -2.873 1.092 -0.793
C -2.282 3.296 -3.014 -0.813
C -1.032 2.522 -3.207 1.125
C -0.087 3.573 -3.810 -0.503
O -0.768 4.800 -3.938 -0.556
C -1.843 4.809 -3.007 -0.181
H -2.882 2.983 -2.159 0.172
H -2.886 3.163 -3.911 0.236
H -1.149 1.609 -3.790 0.547
H -0.755 2.024 -2.278 -0.827
H 0.223 3.323 -4.824 0.309
H 0.714 3.692 -3.081 0.044
H -2.614 5.471 -3.401 0.536
H -1.406 5.236 -2.105 -0.124
C 4.464 -1.604 -0.841 -1.641
C 5.344 -1.145 -1.994 -1.042
C 4.834 0.291 -2.223 -0.430
O 3.403 0.065 -2.309 -0.684
C 3.110 -0.956 -1.330 0.627
H 4.876 -1.161 0.065 0.609
H 4.384 -2.666 -0.609 1.265
H 5.174 -1.750 -2.884 0.328
H 6.409 -1.260 -1.794 0.529
H 5.068 0.761 -3.178 0.590
H 5.106 0.956 -1.403 -0.226
H 2.445 -1.748 -1.673 -0.754
H 2.731 -0.509 -0.411 0.298
C 1.416 -3.010 0.826 0.240
C 1.903 -4.440 0.855 -1.159
C 3.313 -4.356 1.407 -0.925
O 3.737 -3.147 0.993 -0.503
C 2.740 -2.417 0.441 1.284
H 1.110 -2.657 1.811 0.144
H 0.605 -2.902 0.105 1.076
H 1.855 -4.960 -0.102 0.517
H 1.279 -5.033 1.523 0.436
H 4.073 -5.074 1.098 0.358
H 3.282 -4.276 2.493 0.316
H 2.982 -2.331 -0.619 0.236
H 2.724 -1.396 0.820 0.414
C -0.189 -4.490 -1.138 1.040
C -0.736 -5.295 0.044 -1.010
C -1.947 -4.588 0.558 -0.956
O -2.240 -3.589 -0.423 -0.883
C -0.960 -3.167 -1.042 1.673
H -0.508 -5.007 -2.043 0.225
H 0.890 -4.342 -1.187 -1.441
H -0.004 -5.258 0.851 -0.191
H -0.930 -6.340 -0.199 0.457
H -1.774 -3.950 1.424 0.612
H -2.795 -5.271 0.601 0.493
H -0.582 -2.504 -0.265 -1.608
H -1.149 -2.604 -1.956 1.354
C 2.827 2.738 -0.260 0.219
C 3.433 1.340 -0.283 -0.014
C 4.779 1.473 0.439 -1.024
O 4.902 2.839 0.805 -0.610
C 3.603 3.410 0.880 -1.223
H 1.738 2.767 -0.206 -0.160
H 2.860 3.318 -1.183 0.413
H 3.629 1.112 -1.331 0.419
H 2.909 0.473 0.120 1.346
H 5.570 1.141 -0.234 0.920
H 4.765 0.841 1.327 0.588
H 3.553 4.471 0.635 0.761
H 3.237 3.219 1.889 0.676
C -4.845 -2.494 -0.207 -0.583
C -4.857 -1.046 0.015 -1.138
C -3.484 -0.502 -0.471 0.623
O -2.826 -1.646 -0.990 0.351
C -3.789 -2.705 -1.270 -1.305
H -5.798 -2.825 -0.620 0.588
H -4.514 -3.004 0.698 0.062
H -5.124 -0.629 0.986 0.361
H -5.616 -0.633 -0.649 0.421
H -2.931 -0.122 0.389 0.349
H -3.607 0.178 -1.314 -0.596
H -3.457 -3.717 -1.041 0.249
H -4.046 -2.533 -2.315 0.970
C 1.218 3.942 1.303 -0.482
C 0.197 3.138 2.014 2.371
C 0.786 3.076 3.414 -0.048
O 1.485 4.329 3.612 -0.611
C 1.383 5.033 2.391 -0.893
H 0.808 4.361 0.384 0.088
H 2.095 3.336 1.075 -0.617
H 0.084 2.093 1.723 -1.268
H -0.798 3.582 2.045 -0.169
H 1.438 2.202 3.387 -0.608
H 0.063 3.052 4.229 0.517
H 2.369 5.492 2.322 0.507
H 0.567 5.745 2.267 0.322


9
Properties=species:S:1:pos:R:3:mulliken_charge:R:1 method="wB97M-V/def2-TZVPD" homo_lumo_gap_ev=10.60 e_tot_ev=-5689.661 largest_force_ha_per_bohr=0.087 charge=0 e_above_lowest_kj_mol=344.3
C -0.637 -0.788 -0.304 -0.758
C 0.328 0.345 0.050 0.447
N -0.173 1.425 0.546 -0.562
O 1.641 -0.077 -0.216 -0.456
H -1.641 -0.369 -0.152 0.296
H -0.513 -1.083 -1.347 0.267
H -0.510 -1.638 0.367 0.256
H 0.251 2.297 0.238 0.257
H 1.253 -0.111 0.818 0.254